{
  "formula": "C78H166F4O45",
  "method": "ωB97M-V/def2-TZVPD",
  "elements": ["C", "C", "O", "C", "O", "O", "F", "H", "H", "H", "C", "C", "O", "C", "O", "O", "F", "H", "H", "H", "C", "C", "O", "C", "O", "O", "F", "H", "H", "H", "C", "C", "O", "C", "O", "O", "F", "H", "H", "H", "C", "O", "C", "C", "O", "C", "C", "O", "C", "H", "H", "H", "H", "H", "H", "H", "H", "H", "H", "H", "H", "H", "H", "C", "O", "C", "C", "O", "C", "C", "O", "C", "H", "H", "H", "H", "H", "H", "H", "H", "H", "H", "H", "H", "H", "H", "C", "O", "C", "C", "O", "C", "C", "O", "C", "H", "H", "H", "H", "H", "H", "H", "H", "H", "H", "H", "H", "H", "H", "C", "O", "C", "C", "O", "C", "C", "O", "C", "H", "H", "H", "H", "H", "H", "H", "H", "H", "H", "H", "H", "H", "H", "C", "O", "C", "C", "O", "C", "C", "O", "C", "H", "H", "H", "H", "H", "H", "H", "H", "H", "H", "H", "H", "H", "H", "C", "O", "C", "C", "O", "C", "C", "O", "C", "H", "H", "H", "H", "H", "H", "H", "H", "H", "H", "H", "H", "H", "H", "C", "O", "C", "C", "O", "C", "C", "O", "C", "H", "H", "H", "H", "H", "H", "H", "H", "H", "H", "H", "H", "H", "H", "C", "O", "C", "C", "O", "C", "C", "O", "C", "H", "H", "H", "H", "H", "H", "H", "H", "H", "H", "H", "H", "H", "H", "C", "O", "C", "C", "O", "C", "C", "O", "C", "H", "H", "H", "H", "H", "H", "H", "H", "H", "H", "H", "H", "H", "H", "C", "O", "C", "C", "O", "C", "C", "O", "C", "H", "H", "H", "H", "H", "H", "H", "H", "H", "H", "H", "H", "H", "H", "C", "O", "C", "C", "O", "C", "C", "O", "C", "H", "H", "H", "H", "H", "H", "H", "H", "H", "H", "H", "H", "H", "H"],
  "positions_angstrom": [[20.21438, 20.66133, 21.25200], [19.70839, 19.67661, 20.15914], [19.96933, 20.31256, 18.93257], [20.26460, 21.65195, 19.18628], [20.36205, 22.42603, 18.31692], [20.42030, 21.85072, 20.51376], [18.30171, 19.46748, 20.26009], [21.09462, 20.35360, 21.81032], [19.34775, 20.77128, 21.91946], [20.10772, 18.64930, 20.10384], [20.44726, 16.91056, 23.05349], [19.96060, 16.15165, 24.22857], [18.56288, 16.15517, 24.06973], [18.16993, 17.05068, 23.10312], [17.05723, 17.47872, 22.96011], [19.28266, 17.54656, 22.47656], [20.17548, 16.89167, 25.39389], [20.77906, 16.19414, 22.32585], [21.21430, 17.62418, 23.33548], [20.28504, 15.13332, 24.38587], [15.50472, 12.75720, 21.61297], [14.36166, 12.44209, 20.75083], [14.56702, 13.14792, 19.58257], [15.54063, 14.05769, 19.73783], [15.96288, 14.77109, 18.87458], [16.07296, 13.94228, 20.98871], [13.19033, 12.83310, 21.32546], [16.16496, 11.91056, 21.45898], [15.30738, 12.93173, 22.69320], [14.20805, 11.39833, 20.53315], [20.18668, 14.36769, 17.68548], [19.04316, 14.65804, 18.66045], [19.57321, 15.74874, 19.46240], [20.76239, 16.14000, 19.01881], [21.28191, 17.07428, 19.49243], [21.20478, 15.34480, 18.02429], [18.79312, 13.57782, 19.48796], [19.90411, 14.52852, 16.65154], [20.63431, 13.38021, 17.90241], [18.09718, 14.95501, 18.25335], [18.17359, 23.91687, 22.42426], [18.29273, 25.23796, 22.79821], [19.61872, 25.74835, 22.66397], [19.68977, 27.08240, 23.44250], [18.78176, 28.06944, 22.99144], [19.14425, 28.47219, 21.65248], [18.27486, 29.55849, 21.06767], [18.80806, 29.91065, 19.82997], [19.45045, 31.17601, 19.74727], [17.12343, 23.68017, 22.32644], [18.67041, 23.27907, 23.15551], [18.71239, 23.72897, 21.45109], [19.97515, 25.80738, 21.64197], [20.34175, 25.17644, 23.26108], [20.74131, 27.43770, 23.37192], [19.29898, 26.94371, 24.42687], [19.03685, 27.62567, 20.94349], [20.19935, 28.81859, 21.61010], [18.24988, 30.34947, 21.82973], [17.23591, 29.23333, 20.95234], [18.81556, 31.92419, 20.34178], [19.55640, 31.39348, 18.67253], [20.47550, 31.08646, 20.12632], [17.04480, 20.45586, 23.32120], [18.21152, 20.73683, 24.09264], [18.64079, 19.70328, 24.96461], [19.34573, 20.26870, 26.16698], [20.57532, 21.03217, 25.88052], [21.13919, 21.55108, 27.11151], [20.24483, 22.51919, 27.86875], [19.33248, 23.28431, 27.02858], [20.02747, 24.02683, 26.04783], [16.84573, 21.40549, 22.84301], [16.09773, 20.11006, 23.70193], [17.33453, 19.79725, 22.48250], [19.28549, 19.05883, 24.37939], [17.72052, 19.10433, 25.27959], [19.59947, 19.40530, 26.89443], [18.63397, 20.96816, 26.62584], [22.02836, 22.03334, 26.77978], [21.33858, 20.68278, 27.75028], [20.99672, 23.14301, 28.40581], [19.65333, 21.94908, 28.59216], [19.32006, 24.57505, 25.45790], [20.50467, 23.33022, 25.32547], [20.77457, 24.68088, 26.56789], [19.85250, 14.43308, 13.66601], [20.33820, 15.29626, 14.68632], [20.50809, 16.63960, 14.31904], [20.09003, 17.47848, 15.43918], [18.76305, 17.15931, 15.80910], [18.32457, 17.86640, 16.92036], [16.79258, 17.56455, 17.19085], [16.09261, 18.31360, 16.24263], [14.74476, 18.06762, 16.17717], [20.44531, 14.57328, 12.72564], [18.79529, 14.62581, 13.37800], [19.91290, 13.44230, 14.10969], [19.91822, 16.98715, 13.42855], [21.56550, 16.83491, 14.11760], [20.20057, 18.49126, 15.02560], [20.66957, 17.37043, 16.33010], [18.49409, 18.93016, 16.76992], [18.91614, 17.60941, 17.82334], [16.54191, 17.97376, 18.20453], [16.42549, 16.52990, 17.27116], [14.33555, 18.42562, 17.15455], [14.54827, 16.99573, 16.07742], [14.40713, 18.62699, 15.31654], [24.06230, 18.35958, 20.11988], [25.12924, 19.32055, 20.32481], [24.64128, 20.64654, 20.27014], [24.38966, 21.27036, 21.63614], [23.13583, 20.61465, 22.14704], [22.83461, 21.10216, 23.40510], [22.48977, 22.53979, 23.46889], [23.58280, 23.40024, 23.47331], [23.11110, 24.71411, 23.56980], [23.42652, 18.70514, 19.22873], [23.44249, 18.28581, 21.01989], [24.61395, 17.47128, 19.85312], [23.71881, 20.65872, 19.68532], [25.44994, 21.24473, 19.85211], [24.17452, 22.33252, 21.46444], [25.24270, 21.11430, 22.21674], [23.60948, 20.85771, 24.16653], [22.03109, 20.53787, 23.85392], [22.04105, 22.51081, 24.45881], [21.76892, 22.86261, 22.70480], [22.25692, 24.67508, 24.27177], [22.66968, 25.10081, 22.62756], [23.90715, 25.32676, 23.98242], [26.49379, 22.76885, 12.83254], [25.32021, 22.34587, 13.40807], [25.18531, 20.92372, 13.39977], [23.81298, 20.60512, 13.97278], [23.84317, 21.09303, 15.35547], [22.69493, 21.06542, 16.18364], [21.33538, 21.06106, 15.47096], [21.12454, 22.19547, 14.57493], [21.31140, 23.46557, 15.21222], [26.49550, 23.82208, 12.94558], [26.54070, 22.62186, 11.72780], [27.36309, 22.36852, 13.33497], [25.98167, 20.49227, 14.03268], [25.27640, 20.53023, 12.37106], [23.59557, 19.55344, 13.89495], [22.99430, 21.17893, 13.50625], [22.70613, 21.90590, 16.90360], [22.62713, 20.20539, 16.81961], [20.58138, 20.97920, 16.24332], [21.25290, 20.22090, 14.76060], [20.78203, 23.47326, 16.18156], [20.96033, 24.22207, 14.53167], [22.39575, 23.48105, 15.41687], [19.15364, 25.89998, 17.98250], [17.77306, 25.72385, 18.26274], [17.56433, 25.00230, 19.40474], [16.02154, 25.12653, 19.72342], [15.75895, 26.41942, 20.28405], [15.70607, 26.71772, 21.70956], [14.54367, 27.64570, 21.84557], [13.32336, 26.95502, 21.94245], [12.54672, 26.85977, 20.81368], [19.56133, 26.66458, 18.64844], [19.23750, 26.16391, 16.88920], [19.75663, 25.00644, 18.18577], [18.15094, 25.50373, 20.15345], [17.77060, 23.95611, 19.18651], [15.66645, 24.43612, 20.49887], [15.42664, 24.96611, 18.82317], [16.66483, 27.15399, 22.03890], [15.50507, 25.79948, 22.25845], [14.52134, 28.37461, 20.99034], [14.64822, 28.23518, 22.75716], [12.07181, 27.81487, 20.62915], [11.80535, 26.05683, 20.93101], [13.16822, 26.62064, 19.92000], [16.14275, 21.72857, 16.58587], [16.29202, 22.03862, 15.26849], [17.05607, 23.22110, 14.96440], [16.95677, 23.48051, 13.50916], [15.75939, 23.97529, 13.10958], [15.59109, 23.82612, 11.67217], [14.45413, 24.74992, 11.18919], [15.05942, 26.02296, 11.13006], [14.21148, 27.04949, 10.64314], [17.11725, 21.69557, 17.11445], [15.73059, 20.64870, 16.55212], [15.51295, 22.41030, 17.15535], [18.07190, 23.11896, 15.27663], [16.62965, 24.05698, 15.52165], [17.18310, 22.53999, 12.99560], [17.79589, 24.08515, 13.14582], [15.45050, 22.75735, 11.53794], [16.49862, 24.17204, 11.19592], [13.59345, 24.83158, 11.86255], [13.93326, 24.45519, 10.29541], [13.87592, 26.59511, 9.67208], [14.74572, 27.95037, 10.43733], [13.40394, 27.28721, 11.34351], [15.57931, 21.11501, 19.81897], [15.12794, 20.20389, 20.76524], [14.11678, 19.37742, 20.24408], [13.62490, 18.54049, 21.46441], [12.65033, 17.65401, 21.00367], [11.93205, 17.01841, 22.10154], [11.45313, 15.64834, 21.77144], [10.37523, 15.65796, 20.83645], [10.67634, 15.85481, 19.44356], [16.38682, 21.64236, 20.27111], [14.81913, 21.87359, 19.58618], [15.83274, 20.59051, 18.92327], [14.49317, 18.82947, 19.40150], [13.30466, 20.05751, 19.91907], [13.16911, 19.24702, 22.16684], [14.39040, 17.96153, 22.05332], [11.15267, 17.71531, 22.46779], [12.60453, 17.00686, 22.96301], [11.07632, 15.20280, 22.70917], [12.27766, 15.11559, 21.32713], [10.33077, 14.98470, 18.94554], [11.74702, 16.05566, 19.21408], [10.10004, 16.75472, 19.17738], [25.16642, 24.19741, 15.91945], [26.51727, 23.87917, 15.71969], [27.41062, 24.97415, 15.98894], [27.77732, 24.98102, 17.45383], [26.60866, 25.41161, 18.11050], [26.42940, 24.80880, 19.41604], [25.00610, 25.07051, 19.82932], [24.16220, 24.10462, 19.23246], [22.84286, 24.56101, 19.28687], [25.00931, 25.22689, 15.59788], [24.92746, 24.19762, 16.98641], [24.52551, 23.50654, 15.39436], [26.89569, 25.91115, 15.71934], [28.32252, 24.75989, 15.41979], [28.60493, 25.65256, 17.72804], [28.09464, 23.99152, 17.73756], [27.17842, 25.18402, 20.07673], [26.58216, 23.73221, 19.24583], [24.75766, 26.11316, 19.50492], [24.86746, 25.05018, 20.93802], [22.60201, 24.78491, 20.36589], [22.09636, 23.86887, 18.94003], [22.75291, 25.53166, 18.82976], [18.30519, 12.85025, 23.85217], [19.46433, 13.24760, 24.66419], [20.26373, 12.17754, 24.91862], [21.70371, 12.41686, 24.80432], [22.12004, 12.73373, 23.50314], [23.51145, 12.67532, 23.32698], [23.87358, 12.50693, 21.84992], [23.28944, 13.51021, 21.07660], [23.74972, 14.84463, 21.44176], [17.94207, 13.77697, 23.39202], [17.39018, 12.49275, 24.37636], [18.59191, 12.14160, 23.07612], [20.02124, 11.32952, 24.29227], [20.18960, 11.85827, 25.97906], [22.31311, 11.50637, 25.11506], [21.87835, 13.21313, 25.53292], [23.95503, 11.92157, 23.97303], [23.90695, 13.57960, 23.70783], [23.50433, 11.56744, 21.41836], [24.96835, 12.52005, 21.80029], [23.34626, 15.09335, 22.42803], [23.41801, 15.45842, 20.59854], [24.82923, 14.78436, 21.48392], [26.98808, 21.05804, 17.28071], [27.49850, 19.93167, 16.64493], [26.93917, 18.78069, 17.25079], [25.52294, 18.48688, 16.72359], [25.43326, 17.07720, 16.68606], [24.11570, 16.72778, 16.48829], [24.06185, 15.22789, 16.55120], [24.02634, 14.73815, 17.84763], [24.09449, 13.28694, 17.83287], [25.88730, 21.15098, 17.18305], [27.39558, 21.91591, 16.79355], [27.15206, 21.18827, 18.36372], [26.94767, 18.87594, 18.33013], [27.60064, 17.96671, 16.95993], [25.38017, 18.98379, 15.71278], [24.74434, 18.96273, 17.36989], [23.73693, 17.06977, 15.48832], [23.48911, 17.10330, 17.30356], [24.97381, 14.91104, 16.01906], [23.20848, 14.92979, 15.93410], [24.09185, 12.92286, 18.82561], [24.95765, 12.93910, 17.24930], [23.23969, 12.81867, 17.29948]],
  "forces_ev_per_angstrom": [[-1.9, -1.3, -0.4], [-0.4, -1.2, -0.2], [0.1, 0.9, 1.0], [-0.4, -2.6, 1.3], [0.3, 1.6, -0.9], [0.3, 0.8, -0.8], [1.2, 0.7, -0.1], [0.0, 0.1, -0.5], [0.4, 0.3, 0.1], [0.1, 0.8, 0.3], [-0.1, -0.1, -1.1], [-1.4, 0.9, 1.3], [-0.6, -0.3, -0.7], [0.0, 1.5, 0.6], [1.3, -1.4, -0.1], [-0.3, -0.5, 0.7], [0.4, -0.4, -0.1], [0.6, -0.1, -0.5], [0.0, 0.2, -0.2], [0.2, 0.0, 0.0], [1.5, 0.6, 0.5], [-1.8, -0.4, 0.1], [-0.5, 0.0, -0.8], [1.6, 0.3, 0.1], [-0.7, -0.4, 0.8], [-0.4, -0.3, 0.0], [-0.6, 0.5, 0.2], [0.8, 0.1, 0.4], [-0.1, 0.0, -1.0], [0.2, -0.4, -0.3], [0.5, -0.1, 0.7], [1.0, 0.3, 1.0], [-1.9, -1.6, -0.4], [-0.7, -2.1, -1.0], [2.0, 1.8, 0.5], [-0.4, 0.5, 0.2], [0.3, 0.5, -0.3], [0.1, -0.1, -0.1], [-0.4, 0.4, -0.3], [-0.3, 0.2, -0.2], [1.3, -1.0, -1.1], [0.8, 1.6, -0.1], [-0.4, 0.5, 2.1], [-0.6, 0.0, -1.4], [0.6, 0.8, -1.8], [0.0, -0.9, -0.2], [-0.4, 0.1, 1.5], [-0.1, 0.3, -0.6], [-0.7, 0.0, 0.5], [-0.2, -0.2, 0.0], [-0.2, -0.4, 0.2], [-0.7, 0.0, 0.6], [-0.1, -0.1, -0.4], [-0.1, -0.7, -0.3], [-0.4, 0.0, 0.4], [0.5, -0.6, 1.0], [0.3, 0.1, 0.4], [-0.4, -0.2, 0.2], [0.1, 0.5, -0.4], [0.1, -0.2, -0.2], [1.2, -0.6, -1.1], [-0.4, 0.3, 0.5], [-0.1, 0.3, 0.3], [1.4, 0.5, -2.3], [-0.7, 0.1, 1.0], [-0.9, -0.3, -0.6], [0.7, 0.0, 1.2], [-1.3, -0.9, 0.6], [-1.3, -1.2, -1.4], [-0.3, 0.5, -0.4], [0.9, -0.8, 1.2], [1.0, -0.7, 0.2], [-0.3, 0.3, -0.1], [0.1, -0.3, 1.2], [-0.4, 0.0, 0.4], [0.3, -0.4, 0.1], [1.3, 0.6, 0.0], [-0.4, 1.2, -1.0], [0.2, -0.2, 0.2], [0.9, 0.3, -0.1], [0.4, 0.2, 0.2], [-0.8, 0.2, 0.0], [-0.2, 0.5, -0.2], [-0.5, 0.6, 0.1], [0.0, 0.5, 0.5], [-0.4, -0.2, -0.7], [0.0, 0.7, -0.5], [-0.3, -0.6, -0.7], [0.0, -0.3, -1.0], [-1.0, 1.1, 0.4], [0.0, -0.4, -0.9], [-1.3, -0.7, 1.2], [1.0, 1.5, 1.0], [1.6, -0.1, -0.9], [-0.4, 0.0, 1.2], [-0.2, -0.5, 0.7], [0.4, 0.1, 0.4], [0.2, -0.2, -0.5], [0.3, -0.8, 0.5], [0.1, 0.0, -0.2], [-0.3, 0.2, 0.6], [1.1, -0.1, 0.6], [-0.5, 0.4, 0.0], [-0.2, -0.1, -0.2], [0.4, -0.1, -0.3], [0.7, -0.1, -0.6], [-0.6, -0.2, -0.8], [-0.2, 0.0, -0.1], [-0.6, 0.1, 0.0], [0.4, 1.5, -0.9], [-1.0, -0.3, -0.1], [0.5, 0.1, 0.8], [-3.2, -0.8, -2.3], [2.4, 0.4, -0.7], [0.8, -0.7, 0.9], [-0.6, -0.4, 0.7], [0.8, 0.2, -0.4], [-0.9, 0.0, 0.6], [0.7, -0.6, 1.2], [0.0, -0.2, -0.2], [-0.4, -0.6, 0.0], [0.1, 0.4, -0.3], [-0.2, 0.2, -0.5], [0.2, -0.2, 0.3], [1.1, -0.3, 1.6], [0.3, 0.5, -0.5], [-0.9, -0.2, -0.4], [-0.6, 0.9, 0.2], [-0.1, -0.3, 0.1], [0.3, 0.5, 0.1], [0.6, -0.1, 0.2], [0.0, 0.3, -0.3], [0.4, 0.3, -1.1], [-1.0, -1.3, -0.1], [-0.3, 0.7, 0.3], [-0.4, 1.6, 1.2], [0.3, -0.3, -0.1], [-1.0, 0.5, -0.8], [0.8, 0.9, -1.6], [-0.5, -0.6, 0.8], [0.7, -1.7, 0.8], [0.2, 1.2, 0.3], [0.0, -0.5, 0.5], [0.4, -0.3, 0.0], [-0.2, 0.0, -0.2], [-0.1, 0.1, 0.2], [0.0, -0.7, 0.2], [0.5, -0.3, -0.4], [0.4, -0.1, -0.6], [0.4, -1.1, 0.4], [-0.5, 0.1, 0.1], [0.1, 0.1, 0.6], [0.0, 0.3, -0.4], [0.1, 0.3, -0.1], [-0.4, 1.0, -0.1], [-0.2, 0.1, -0.8], [0.6, 0.7, -2.1], [-2.6, -0.2, 0.1], [1.3, 0.7, 2.1], [-0.2, 0.4, -0.8], [0.5, -0.7, -1.6], [-0.2, 1.2, -0.2], [0.4, -0.5, 1.5], [0.3, -0.4, -1.7], [0.1, 0.4, -0.2], [0.1, -0.1, 1.3], [-0.3, -0.3, -0.2], [0.2, -0.5, 1.2], [0.5, -0.4, 0.5], [0.4, -0.6, -0.3], [0.1, 0.3, -0.1], [-0.4, -0.2, -0.1], [0.1, -0.1, 0.3], [0.1, -0.6, 0.6], [0.0, 0.0, 0.2], [-0.5, 0.3, -0.2], [0.2, 0.4, 0.1], [-0.4, 0.1, 0.4], [0.2, -2.3, 0.9], [0.5, 1.0, -1.9], [-1.7, -0.1, 0.8], [2.1, -1.1, -0.8], [-1.9, 0.9, -1.2], [-0.9, 0.4, 1.5], [0.3, 0.3, 1.5], [0.5, 0.7, 0.0], [-0.4, -2.0, -1.0], [-0.1, -0.1, -0.1], [0.5, 1.8, 0.6], [-0.4, 0.2, 0.0], [1.0, -0.3, 0.2], [-0.1, 0.2, 0.1], [-0.2, -0.5, 0.0], [0.1, 0.6, 0.3], [-0.2, -0.1, -0.6], [0.3, 0.0, -0.4], [0.3, -0.4, 0.7], [0.5, -0.3, -1.2], [-0.6, 1.1, 0.6], [0.7, 0.4, 0.0], [-0.2, -0.2, -0.2], [-0.9, 0.5, 0.3], [0.1, -0.3, 0.6], [-0.4, 0.6, 2.0], [0.3, 0.1, -0.3], [-1.2, -1.3, 0.3], [0.8, 2.0, 0.2], [-0.9, 0.6, -0.7], [0.3, -0.2, 0.4], [0.4, 1.4, 1.2], [1.0, 0.3, 0.0], [-0.2, -0.1, -0.1], [0.6, -0.1, -0.8], [0.1, -0.7, -0.4], [-0.1, -0.6, -0.1], [0.1, 0.2, 0.1], [-0.1, 0.7, -0.9], [-0.2, -0.4, -0.5], [0.3, -0.5, 0.1], [0.2, -0.1, -0.5], [0.4, -0.6, 0.2], [-0.3, -0.7, -0.8], [-0.6, -0.2, 0.4], [0.2, -0.4, -0.4], [-0.3, 0.6, 0.9], [1.0, 0.3, -0.3], [-0.1, -1.0, 0.0], [-0.2, 1.0, -0.1], [-0.3, -0.3, 1.4], [-0.4, -0.4, -2.0], [0.1, 0.5, 0.6], [0.3, 0.1, -0.3], [-0.3, 0.7, 2.2], [-0.4, 0.1, -0.3], [-0.2, -0.2, -0.1], [0.2, -0.2, -0.3], [0.5, -0.1, -0.1], [-0.2, 0.4, -0.3], [0.0, 0.1, -0.4], [-0.1, -0.7, 0.2], [0.4, 0.4, 0.8], [-0.1, 0.0, 0.5], [0.0, -0.7, 0.0], [0.2, -0.1, -0.5], [-0.1, -0.3, -0.6], [0.2, -0.4, -0.5], [-0.2, 0.4, -0.8], [-0.2, 1.5, 0.2], [-2.4, 0.3, -1.4], [0.4, -2.5, 1.3], [2.0, -0.2, 0.2], [-0.7, -0.1, -0.4], [-0.3, -0.6, -0.3], [-0.4, -0.2, 0.7], [0.2, 1.0, -0.1], [-0.6, -1.6, -0.8], [0.3, -0.2, -0.1], [1.0, -0.2, 0.5], [0.1, 0.0, 0.1], [-0.3, -0.4, -0.2], [-0.5, -0.1, -0.3], [-1.0, 0.8, 0.1], [0.8, 0.4, -0.1], [0.1, -0.6, -0.2], [0.8, 1.2, 0.3], [0.1, 0.1, 0.4], [0.2, 0.0, -0.2], [-0.1, 0.5, -0.3], [0.1, 0.2, 0.5], [0.4, 0.4, 0.0], [-1.2, 1.2, 0.1], [0.0, -0.3, 0.9], [0.1, -0.1, -1.0], [0.7, 1.1, -0.1], [0.2, 1.4, 0.1], [-0.9, -1.0, 0.0], [0.1, 0.3, -1.5], [0.1, -1.6, 0.5], [-0.4, 0.9, -1.6], [0.3, -0.2, -0.2], [0.2, 0.6, -0.4], [0.6, -0.7, -0.1], [0.0, 0.0, 0.4], [-0.2, -0.2, 0.0], [0.3, -0.8, 0.8], [0.4, -0.6, -0.2], [0.2, -0.1, 0.7], [-0.3, 0.4, -0.1], [-0.1, -0.3, 0.1], [-0.3, -0.5, 0.2], [0.2, -0.1, 1.0], [0.2, 0.2, 0.4], [0.0, 0.5, 0.2]],
  "e_tot_ha": -6856.08979,
  "e_homo_ev": -8.69,
  "homo_lumo_gap_ev": 8.85
}